(1)
Below is a molecular structure, C6H13DyO3 in a non-equilibrium geometry, with properties calculated with the ωB97M-V functional and the def2-TZVPD basis.

The HOMO energy (alpha / beta) comes out at -20.33 / -21.87 eV. Its molecular weight is 295.7 g/mol. Its spin multiplicity is 7. As for the charge: +3. The LUMO energy (alpha / beta) is -10.93 / -16.47 eV. For the orbital gap (alpha / beta), the calculation gives 9.404 / 5.404 eV. The calculated total energy comes out at -36620.3379 eV.

Each line ends with the Mulliken spin population.
Cartesian coordinates (Å):
C  3.33971  0.50323  -0.17900  0.54
O  2.95347  -0.68008  -0.66484  0.21
C  1.96748  -1.43030  0.05384  -0.06
C  0.60778  -1.23495  -0.57303  0.05
O  0.25423  0.15838  -0.53348  0.14
Dy  1.68511  1.90756  -1.12448  4.04
H  3.23429  0.66420  0.90289  0.04
H  4.19033  0.92858  -0.71909  0.08
H  1.96781  -1.13412  1.11112  -0.01
H  2.25004  -2.48514  -0.03319  0.01
H  -0.12496  -1.80183  0.01180  0.00
H  0.60518  -1.54538  -1.62560  0.00
C  -1.13045  0.46815  -0.30608  -0.02
C  -1.31666  1.86922  0.18606  0.12
O  -1.66022  -0.33046  0.73929  0.67
C  -3.04749  -0.61796  0.73180  0.06
H  -1.66531  0.33295  -1.26055  0.01
H  -0.63141  1.81415  1.10309  -0.02
H  -0.96991  2.58247  -0.58086  0.00
H  -3.16033  -1.62420  0.31637  0.09
H  -3.45863  -0.59149  1.75227  0.05
H  -3.59582  0.09896  0.10088  0.01
H  -2.29423  2.14805  0.59078  0.00

(2)
Below is a molecular structure, C22H56Hg2O24S7 in a non-equilibrium geometry, with properties calculated with the ωB97M-V functional and the def2-TZVPD basis.

The HOMO energy comes out at -13.61 eV. Its molecular weight is 1330.3 g/mol. Its spin multiplicity is 1. As for the charge: +2. The LUMO energy is -8.01 eV. For the orbital gap, the calculation gives 5.603 eV. The calculated total energy comes out at -157033.0547 eV.

Each line ends with the Löwdin charge.
Cartesian coordinates (Å):
Hg  0.99943  -5.65869  0.23138  1.42
Hg  0.38412  -1.31760  0.93938  1.23
C  1.22599  -3.70409  2.07730  -1.08
O  0.69084  -2.80655  2.63974  0.02
O  1.17244  -4.89357  2.33963  -0.03
O  1.33197  -3.46587  0.87670  -0.20
O  4.02056  0.68973  1.06196  -0.30
S  3.82409  -0.43324  0.10221  0.74
O  2.48019  -0.96783  -0.06274  -0.35
O  4.45057  0.09431  -1.33291  -0.28
C  5.63804  0.79336  -1.40397  -0.29
C  6.51176  0.17462  -2.53218  -0.05
C  5.03812  -1.77792  0.42212  -0.06
H  6.20804  0.61351  -0.49246  0.12
H  5.48501  1.84389  -1.65112  0.12
H  6.06032  -0.58145  -3.17458  0.08
H  7.37620  -0.33773  -2.10988  0.07
H  7.01870  1.03146  -2.97593  0.08
H  4.56039  -2.75754  0.43717  0.07
H  5.48148  -1.58950  1.39989  0.08
H  5.79948  -1.81588  -0.35697  0.07
O  0.41028  1.66090  4.06587  -0.29
S  1.62869  1.26367  3.31609  0.71
O  1.48362  0.24377  2.26066  -0.39
O  2.38845  2.56345  2.73745  -0.30
C  2.26126  3.87269  3.42722  -0.22
C  3.24591  4.87448  2.91978  -0.04
C  3.03693  0.73476  4.34287  -0.06
H  2.33774  3.76749  4.50942  0.12
H  1.20069  4.02021  3.22346  0.12
H  2.85180  5.87795  3.08056  0.10
H  3.26851  4.69831  1.84436  0.06
H  4.28168  4.79626  3.25015  0.09
H  3.73355  0.57819  3.51927  0.05
H  2.74846  -0.17339  4.87215  0.08
H  3.34338  1.59261  4.94145  0.08
O  1.21985  6.90617  -2.49765  -0.30
S  2.61979  6.52830  -2.48683  0.68
O  3.65407  7.55042  -2.10569  -0.30
O  2.83480  5.17813  -1.61568  -0.27
C  2.10993  4.02303  -1.79987  -0.28
C  2.61839  3.17059  -0.60524  -0.04
C  3.04961  5.92205  -4.16801  -0.11
H  2.36471  3.44469  -2.68797  0.12
H  1.02851  4.15158  -1.75406  0.11
H  2.48155  3.48714  0.42877  0.05
H  3.70153  3.04933  -0.61992  0.07
H  2.11221  2.20572  -0.63513  0.07
H  2.31295  5.26223  -4.62634  0.07
H  4.00992  5.42339  -4.03666  0.07
H  3.22012  6.82166  -4.75938  0.07
O  0.15767  -1.88227  -1.33378  -0.34
S  0.23018  -2.99616  -2.24483  0.71
O  0.77588  -4.26736  -1.73538  -0.39
O  -1.27837  -3.25461  -2.89676  -0.26
C  -1.57156  -4.60631  -3.45000  -0.25
C  -2.19337  -4.87993  -4.78559  -0.06
C  1.08466  -2.54164  -3.80045  -0.05
H  -2.16465  -5.11488  -2.68994  0.11
H  -0.67176  -5.20970  -3.56987  0.11
H  -1.53235  -4.41834  -5.51912  0.08
H  -3.11674  -4.35137  -5.02249  0.08
H  -2.41778  -5.94285  -4.87482  0.11
H  0.99272  -3.32222  -4.55565  0.08
H  2.13351  -2.59620  -3.50882  0.07
H  0.93359  -1.48758  -4.03335  0.09
O  -1.04986  -4.77277  -0.09572  -0.38
S  -1.94516  -3.83405  0.50726  0.71
O  -1.72092  -2.45161  0.86904  -0.31
O  -3.10721  -3.70641  -0.65127  -0.27
C  -4.35860  -3.01155  -0.29979  -0.21
C  -4.92320  -2.45277  -1.59212  -0.04
C  -2.89219  -4.63509  1.91488  -0.03
H  -4.41679  -2.32653  0.54605  0.10
H  -4.96127  -3.87621  -0.02184  0.12
H  -5.95423  -2.10019  -1.56453  0.09
H  -4.81592  -3.21784  -2.36106  0.09
H  -4.53112  -1.56225  -2.08338  0.06
H  -2.18133  -5.09398  2.60206  0.09
H  -3.52752  -5.31760  1.35039  0.08
H  -3.45281  -3.87409  2.45772  0.06
O  -2.51376  -2.13109  3.94080  -0.31
S  -2.14816  -0.72383  3.74002  0.72
O  -1.04113  -0.38939  2.82536  -0.36
O  -3.47516  0.03766  3.17906  -0.25
C  -4.71163  -0.29872  3.74467  -0.27
C  -5.68345  -0.28913  2.52938  -0.04
C  -1.95141  0.03614  5.42922  -0.07
H  -5.04183  0.44623  4.46864  0.13
H  -4.74739  -1.24565  4.28333  0.12
H  -5.98934  0.68756  2.15440  0.08
H  -6.60453  -0.80380  2.80293  0.08
H  -5.19002  -0.79349  1.69857  0.05
H  -1.03530  -0.16890  5.98312  0.08
H  -2.69161  -0.43660  6.07474  0.07
H  -2.10072  1.10688  5.29016  0.07
O  -0.78384  2.23658  -1.93382  -0.26
S  -1.42072  1.16387  -1.21348  0.73
O  -0.71223  0.27149  -0.27346  -0.36
O  -2.73627  1.79119  -0.40347  -0.26
C  -3.36359  2.91335  -1.03588  -0.25
C  -4.84965  3.00620  -0.51497  -0.03
C  -2.34004  0.21698  -2.49218  -0.08
H  -3.40738  2.93977  -2.12468  0.11
H  -2.77802  3.77271  -0.70924  0.12
H  -5.25327  2.06029  -0.15379  0.07
H  -5.53456  3.04789  -1.36188  0.07
H  -5.00139  3.97327  -0.03555  0.08
H  -3.35502  0.59335  -2.61969  0.07
H  -2.48163  -0.79673  -2.11745  0.04
H  -1.89711  0.25109  -3.48755  0.08

(3)
Below is C2H2N2OS in the gas phase in a non-equilibrium geometry, with properties calculated with the ωB97M-V functional and the def2-TZVPD basis.

The HOMO energy comes out at -9.98 eV. Its molecular weight is 102.1 g/mol. Its spin multiplicity is 1. As for the energy relative to the best compared isomer or geometry (same formula, charge and spin): 106.7 kJ/mol. The LUMO energy is 0.01 eV. For the orbital gap, the calculation gives 9.999 eV. The calculated total energy comes out at -17967.8699 eV. The SMILES is N#CC(=O)NS.

Each line ends with the Löwdin charge.
Cartesian coordinates (Å):
C  2.53584  -0.67380  -0.04279  -0.13
C  1.77141  0.55092  -0.21718  -0.55
N  2.84607  -1.75798  0.18618  0.19
N  0.42199  0.40112  -0.33017  -0.31
O  2.26046  1.67197  -0.33234  0.07
S  -0.58418  -1.03158  -0.54767  0.74
H  -1.67910  -0.54471  0.22889  -0.09
H  0.02954  1.23791  -0.63929  0.07

(4)
Below is 2 unconnected molecules or ions with the total composition C6H12 in a non-equilibrium geometry, with properties calculated with the ωB97M-V functional and the def2-TZVPD basis.

The HOMO energy comes out at -9.39 eV. Its molecular weight is 84.2 g/mol. Its spin multiplicity is 1. As for the energy relative to the best compared isomer or geometry (same formula, charge and spin): 265.0 kJ/mol. The LUMO energy is 1.10 eV. For the orbital gap, the calculation gives 10.493 eV. The calculated total energy comes out at -6414.1944 eV. The SMILES is C=CC.C=CC.

Each line ends with the Löwdin charge.
Cartesian coordinates (Å):
C  -1.76836  1.03293  1.94080  -0.13
C  -2.30942  0.55735  0.64184  -0.25
C  -3.05164  1.37366  -0.13525  -0.02
H  -2.08540  2.07424  2.06421  0.07
H  -2.03350  0.56382  2.89168  0.07
H  -0.68692  1.13980  1.82760  0.07
H  -2.33466  -0.52076  0.49389  0.09
H  -3.40732  1.04887  -1.10364  0.04
H  -3.56181  2.16284  0.41242  0.06
C  1.38360  -1.44424  -1.30301  -0.13
C  2.40022  -0.44296  -0.82426  -0.23
C  3.67508  -0.85420  -0.65755  -0.02
H  0.82105  -1.21336  -2.20752  0.07
H  1.87869  -2.41598  -1.39674  0.07
H  0.60566  -1.58058  -0.53233  0.07
H  2.11993  0.56343  -0.52323  0.08
H  4.53824  -0.25981  -0.40113  0.05
H  3.81656  -1.78505  -1.18777  0.04

Question: Number 4 is which compound?
Answer: C6H12

Question: Among the records above, which one has the lowest calculated total energy?
Answer: C22H56Hg2O24S7

Question: molecular weight of number 2 (C22H56Hg2O24S7)?
Answer: 1330.3 g/mol